Entry 1:
The following is a DFT calculation (ωB97M-V/def2-TZVPD) of C2H6N2S in the gas phase at a distorted geometry.

HOMO level	-8.71	eV
HOMO-LUMO gap	0.3462	Ha
DFT total energy	-587.39937	Ha
molar mass	90.15	g mol⁻¹
strongest force on any atom	3.964	eV/Å

Geometry (Å):
C: -1.079 -0.943 0.287
C: 1.384 0.738 0.095
H: -1.478 -1.831 -0.326
H: -1.960 -0.288 0.667
H: -0.255 -0.958 1.220
H: 0.118 -0.439 -1.355
H: -0.114 1.869 -0.225
H: 1.587 1.479 0.923
N: -0.664 0.012 -0.903
N: 0.140 0.939 -0.150
S: 2.322 -0.578 -0.232

Entry 2:
The following is a DFT calculation (ωB97M-V/def2-TZVPD) of a molecular structure, C25H35ClN6O8PPt.

HOMO level	-11.63	eV
charge	+1
HOMO-LUMO gap	0.3257	Ha
DFT total energy	-2824.95241	Ha
molar mass	809.09	g mol⁻¹
strongest force on any atom	0.346	eV/Å

Geometry (Å):
Pt: -3.162 0.061 -0.861
O: -6.845 4.597 0.263
C: -6.047 3.565 -0.039
C: -6.482 2.465 -0.784
C: -5.575 1.460 -1.040
N: -4.333 1.571 -0.590
C: -3.888 2.591 0.141
C: -4.729 3.633 0.441
C: -2.439 2.412 0.554
O: -1.875 3.272 1.218
O: -1.862 1.320 0.142
C: -5.825 0.140 -1.772
O: -6.896 -0.071 -2.277
O: -4.794 -0.679 -1.775
H: -7.736 4.464 -0.083
H: -7.497 2.373 -1.150
H: -4.400 4.473 1.037
C: 2.244 -3.951 2.623
C: 1.221 -3.831 1.482
C: 0.684 -5.244 1.210
C: 0.076 -2.954 2.006
C: 1.875 -3.255 0.178
O: 3.034 -4.012 -0.178
C: 2.243 -1.759 0.224
C: 3.552 -1.384 0.947
C: 3.590 0.074 1.327
C: 4.005 1.036 0.408
C: 4.035 2.384 0.734
C: 3.657 2.777 2.010
Cl: 3.642 4.466 2.417
C: 3.241 1.842 2.950
C: 3.200 0.498 2.595
C: 1.028 -3.520 -1.090
N: -0.303 -2.929 -1.128
C: -0.643 -1.646 -1.174
N: -1.967 -1.563 -1.111
C: -2.393 -2.859 -1.066
N: -1.405 -3.712 -1.078
H: 1.768 -4.469 3.457
H: 2.575 -2.986 3.006
H: 3.116 -4.548 2.348
H: 0.380 -5.704 2.152
H: 1.456 -5.874 0.765
H: -0.188 -5.241 0.556
H: -0.369 -3.437 2.877
H: -0.726 -2.811 1.281
H: 0.432 -1.973 2.326
H: 3.695 -3.926 0.515
H: 1.418 -1.178 0.636
H: 2.351 -1.421 -0.809
H: 4.388 -1.587 0.275
H: 3.720 -1.988 1.837
H: 4.297 0.733 -0.590
H: 4.337 3.119 0.000
H: 2.961 2.164 3.945
H: 2.885 -0.231 3.334
H: 0.892 -4.589 -1.219
H: 1.590 -3.148 -1.945
H: 0.036 -0.806 -1.234
H: -3.433 -3.137 -1.034
N: 0.787 2.700 -4.383
C: 0.003 2.761 -3.099
P: 1.291 2.292 -1.828
O: 2.516 2.830 -2.498
O: 1.102 0.856 -1.469
C: 0.852 3.250 -0.319
N: 0.621 2.316 0.815
H: 1.750 3.005 -4.087
H: 0.403 3.268 -5.135
H: 0.876 1.739 -4.711
H: -0.861 2.103 -3.149
H: -0.309 3.796 -2.971
H: -0.075 3.802 -0.482
H: 1.628 3.962 -0.045
H: -0.184 2.665 1.371
H: 1.472 2.173 1.369
H: 0.317 1.414 0.427

Entry 3:
The following is a DFT calculation (ωB97M-V/def2-TZVPD) of a molecular structure, C45H37Cl2N6O3P2S2TeY at a distorted geometry.

HOMO level	-4.98	eV
HOMO-LUMO gap	0.1837	Ha
DFT total energy	-4997.13195	Ha
molar mass	1123.32	g mol⁻¹
strongest force on any atom	1.921	eV/Å

Geometry (Å):
Y: -1.434 1.760 -0.864
N: -0.720 5.687 1.610
C: -0.399 4.680 0.787
N: -1.230 4.062 0.023
C: -2.598 4.478 0.057
N: -3.430 4.026 -0.808
N: -2.936 3.053 -1.606
C: -3.633 2.732 -2.784
C: -2.986 1.927 -3.658
C: -3.552 1.586 -4.949
C: -2.805 0.930 -5.856
C: -1.442 0.573 -5.539
C: -0.980 0.839 -4.295
N: -1.701 1.442 -3.295
C: -3.051 5.398 1.102
C: -4.386 5.671 1.376
C: -4.728 6.563 2.379
C: -3.739 7.187 3.133
C: -2.406 6.897 2.897
C: -2.074 6.004 1.889
H: -0.027 5.981 2.274
H: 0.649 4.404 0.770
H: -4.566 3.229 -3.024
H: -4.565 1.908 -5.164
H: -3.219 0.681 -6.827
H: -0.794 0.097 -6.266
H: 0.035 0.558 -4.045
H: -5.141 5.175 0.780
H: -5.772 6.775 2.580
H: -4.003 7.899 3.906
H: -1.624 7.362 3.491
Te: 0.233 -3.662 -0.101
C: 2.022 -4.743 0.220
C: 2.259 -5.379 1.427
C: 3.460 -6.058 1.598
N: 4.406 -6.134 0.658
C: 4.159 -5.523 -0.507
C: 2.988 -4.825 -0.775
C: 1.046 -1.678 0.137
P: 1.111 -1.341 1.848
C: -0.167 -2.108 2.904
C: -1.493 -2.062 2.473
C: -2.482 -2.716 3.176
C: -2.163 -3.441 4.321
C: -0.848 -3.504 4.749
C: 0.153 -2.844 4.038
C: 2.740 -1.893 2.484
C: 3.644 -2.498 1.614
C: 4.907 -2.878 2.058
C: 5.281 -2.641 3.373
C: 4.400 -2.003 4.241
C: 3.143 -1.622 3.799
P: 0.392 -0.436 -1.057
C: 1.877 0.616 -1.390
C: 1.686 1.874 -1.967
C: 2.763 2.687 -2.306
C: 4.054 2.253 -2.053
C: 4.259 1.017 -1.448
C: 3.180 0.207 -1.122
C: 0.337 -1.515 -2.542
C: 1.490 -2.007 -3.145
C: 1.400 -2.929 -4.179
C: 0.157 -3.370 -4.616
C: -0.996 -2.866 -4.036
C: -0.902 -1.937 -3.009
H: 1.535 -5.336 2.233
H: 3.679 -6.556 2.538
H: 4.938 -5.598 -1.261
H: 2.836 -4.343 -1.735
H: -1.751 -1.496 1.586
H: -3.508 -2.676 2.825
H: -2.940 -3.960 4.872
H: -0.588 -4.068 5.638
H: 1.174 -2.941 4.372
H: 3.342 -2.673 0.589
H: 5.592 -3.365 1.373
H: 6.267 -2.934 3.720
H: 4.696 -1.796 5.262
H: 2.484 -1.083 4.471
H: 0.699 2.254 -2.188
H: 2.588 3.650 -2.771
H: 4.897 2.878 -2.320
H: 5.268 0.681 -1.235
H: 3.339 -0.753 -0.650
H: 2.463 -1.673 -2.806
H: 2.303 -3.304 -4.646
H: 0.089 -4.098 -5.418
H: -1.970 -3.192 -4.380
H: -1.808 -1.536 -2.573
O: -0.621 2.735 2.566
S: -0.663 1.302 2.464
O: -1.086 0.810 1.110
O: -1.299 0.614 3.543
S: 1.374 0.701 2.406
Cl: -3.861 1.734 1.142
C: -4.686 0.844 -0.131
Cl: -3.505 -0.182 -1.002
H: -5.083 1.548 -0.851
H: -5.431 0.204 0.315

Entry 4:
The following is a DFT calculation (ωB97M-V/def2-TZVPD) of 2 unconnected molecules or ions with the total composition C14H16N at a distorted geometry.

HOMO level	-11.77	eV
charge	+1
HOMO-LUMO gap	0.2567	Ha
DFT total energy	-597.50836	Ha
molar mass	198.29	g mol⁻¹
strongest force on any atom	1.934	eV/Å

Geometry (Å):
C: -3.020 1.092 2.172
C: -1.570 0.722 2.117
C: -0.595 1.714 2.069
C: 0.758 1.387 1.948
C: 1.143 0.031 1.949
N: 2.563 -0.307 2.055
C: 0.183 -0.989 2.010
C: -1.168 -0.616 2.106
H: -3.641 0.194 2.183
H: -3.269 1.680 3.062
H: -3.316 1.689 1.302
H: -0.900 2.753 2.139
H: 1.522 2.169 1.921
H: 2.731 -0.560 3.051
H: 3.127 0.528 1.737
H: 0.504 -2.043 2.007
H: -1.921 -1.393 2.191
C: 3.640 -2.078 1.990
C: 3.144 -2.422 0.699
C: 2.380 -3.495 0.319
C: 1.766 -4.463 1.104
C: 1.777 -4.591 2.472
C: 2.496 -3.843 3.403
C: 3.386 -2.813 3.188
H: 4.488 -1.381 2.055
H: 3.345 -1.649 -0.063
H: 2.093 -3.517 -0.732
H: 1.062 -5.122 0.610
H: 1.070 -5.319 2.877
H: 2.304 -4.116 4.451
H: 3.900 -2.428 4.080